Density functional theory data (ωB97M-V with the def2-TZVPD basis set) for 2 unconnected molecules or ions with the total composition C2H10N3OPS in a non-equilibrium geometry.

```
18
Properties=species:S:1:pos:R:3
C -1.4694 2.4528 1.5831
C -0.6135 1.4386 0.8462
N 2.3359 -1.5804 -0.2145
N 0.4925 -3.4424 -1.2250
N -1.2817 -0.6002 -0.8631
O 0.3921 -2.4422 1.2029
P 0.7148 -2.1125 -0.1656
S -1.8494 0.1439 0.4650
H -2.0955 3.0008 0.8448
H -2.1333 2.0560 2.3511
H -0.9844 3.3105 2.0898
H 0.1085 0.9530 1.5542
H -0.2051 1.7383 -0.0305
H 2.7052 -1.2134 0.5665
H 2.3892 -0.9759 -0.9943
H 0.0535 -4.2456 -0.7355
H 0.6176 -3.2946 -2.1985
H -1.8008 -1.4048 -1.2226
```

spin multiplicity: 1
energy above the lowest of the compared OMol25 structures with the same formula, charge and spin: 62.7 kcal per mole
HOMO (alpha / beta): -7.1 / -7.6 eV

These are the natural (NBO) partial charges, in e, on atoms 1 to 2: -0.6409, -0.5320